Entry 1:
Entry from the Open Molecules 2025 dataset: C5H4N2S as an isolated structure at a distorted geometry (ωB97M-V/def2-TZVPD).

XYZ file:
```
12
Properties=species:S:1:pos:R:3:lowdin_charge:R:1
C -0.26 2.45 -1.44 -0.1729
C -0.21 -0.74 1.06 -0.4921
C 0.01 -1.66 -0.09 -0.1927
C 0.09 -2.66 -0.82 0.1092
C 0.90 -0.64 2.13 -0.1999
H -1.22 3.02 -1.09 0.0770
H 0.34 3.02 -2.21 0.0733
H -1.04 -1.19 1.56 0.0872
H 0.17 -3.61 -1.48 0.0771
N 0.28 1.28 -0.89 -0.3737
N 1.66 -0.25 2.93 0.1379
S -0.73 0.98 0.34 0.8695
```

## Properties
Relative energy (zero: lowest compared OMol25 entry of this formula, charge and spin)   111.9 kcal per mole
LUMO energy   -0.00140 Ha
Calculated total energy   -700.437619 Eh
Charge   0
Spin multiplicity   1
Kohn-Sham gap   8.948 eV

Entry 2:
Entry from the Open Molecules 2025 dataset: an isolated ion of composition C5H4N3O3 and charge +1 at a distorted geometry (ωB97M-V/def2-TZVPD).

XYZ file:
```
15
Properties=species:S:1:pos:R:3:lowdin_charge:R:1
O -2.78 -1.19 0.99 0.2367
N -1.81 -0.59 1.21 -0.2821
O -1.44 0.08 2.07 0.2270
N -0.78 -0.40 -0.09 0.1224
C -0.77 -0.71 -1.36 0.0207
C 0.52 -0.70 -1.94 0.0277
C 1.25 -0.17 -0.94 0.0172
C 0.62 0.01 0.39 -0.1834
C 1.12 1.03 1.33 0.0648
N 0.82 2.13 1.62 -0.1062
O 0.55 3.20 1.88 0.2051
H -1.64 -0.99 -1.94 0.1630
H 0.82 -0.92 -2.96 0.1418
H 2.33 0.07 -1.02 0.1629
H 1.19 -0.84 0.78 0.1825
```

## Properties
Relative energy (zero: lowest compared OMol25 entry of this formula, charge and spin)   0.0 kcal per mole
LUMO energy   -0.21727 Ha
Calculated total energy   -582.322327 Eh
Charge   +1
Spin multiplicity   1
Kohn-Sham gap   8.309 eV
Structure (SMILES)   O=[N+]([O-])[N+]1=CC=C[C@H]1C#[N+][O-]